[1]
Formula: C25H38F3NO4PSeV
Source: the OMol25 dataset
Level of theory: ωB97M-V/def2-TZVPD

The geometry in XYZ format:
```
74
Properties=species:S:1:pos:R:3:forces:R:3
V 0.687075 0.064076 -0.950001 0.1 0.0 -0.1
Se -0.680728 2.100346 1.137053 -0.3 0.0 -0.2
C -0.239319 2.454389 2.930661 0.2 -0.1 0.2
C -0.933077 1.895724 4.014988 -0.1 0.0 -0.1
C -0.594987 2.224830 5.311837 0.0 -0.1 0.1
N 0.384007 3.064308 5.656239 0.0 0.0 0.1
C 1.057341 3.588788 4.628125 0.1 0.0 0.0
C 0.797981 3.326151 3.299019 0.0 0.0 -0.2
H -1.746521 1.203852 3.833572 0.0 0.0 0.0
H -1.153403 1.775023 6.130507 0.0 0.0 0.0
H 1.868726 4.267873 4.880603 0.0 0.0 0.1
H 1.401089 3.793094 2.530251 0.0 0.0 0.0
C -1.593883 -1.789360 2.048496 0.0 -0.1 -0.1
C -0.394860 -2.090109 1.144100 -0.1 0.3 0.0
C -0.572943 -3.414422 0.408846 0.0 0.0 -0.1
C 0.912924 -2.022874 1.901357 0.1 -0.1 0.2
C 1.103184 -2.904539 2.962177 0.0 0.0 -0.1
C 2.260261 -2.911246 3.719837 0.0 -0.1 0.1
C 3.258867 -1.993958 3.416782 0.1 0.1 -0.1
C 3.128078 -1.094730 2.372564 -0.2 -0.1 0.0
C 4.221999 -0.080943 2.108564 0.0 -0.1 0.1
C 4.867599 -0.237418 0.731645 0.0 0.0 -0.1
C 3.734069 1.350821 2.336946 0.0 0.1 0.0
C 1.943669 -1.105630 1.577588 0.1 0.2 0.0
O 1.862377 -0.247602 0.598855 -0.2 -0.1 -0.3
H -2.520816 -1.816693 1.469623 0.0 0.0 0.0
H -1.495930 -0.794721 2.479739 0.0 0.0 0.0
H -1.671827 -2.527706 2.850987 0.0 0.0 0.0
H -0.426319 -1.289636 0.394313 0.1 0.0 0.0
H -0.756613 -4.223871 1.121290 0.0 0.0 0.0
H 0.317736 -3.659607 -0.169904 0.0 0.0 0.0
H -1.421059 -3.355036 -0.277703 0.0 0.0 0.0
H 0.309448 -3.605722 3.203109 0.0 0.0 0.0
H 2.378947 -3.605619 4.544467 0.0 0.0 0.0
H 4.168065 -1.966285 4.011664 0.0 0.0 0.0
H 5.000112 -0.289949 2.858006 0.0 0.0 0.0
H 4.153253 -0.021863 -0.060463 0.0 0.0 0.0
H 5.243302 -1.254397 0.593031 0.0 0.0 0.0
H 5.709423 0.454784 0.633923 0.0 0.0 0.0
H 2.913688 1.591972 1.662182 0.0 0.0 0.0
H 4.547697 2.060905 2.157765 0.0 0.0 0.0
H 3.383333 1.481020 3.363101 0.0 0.0 0.0
C -4.334603 1.750889 -1.698170 -0.1 0.1 0.1
C -2.821773 1.744589 -1.628061 0.2 -0.1 0.1
O -2.290070 1.169160 -2.806760 0.0 -0.2 -0.2
P -1.027804 0.024763 -2.588611 0.0 0.3 0.3
O -0.661881 0.068669 -4.186826 -0.2 0.0 0.1
C -0.503192 1.318427 -4.856465 0.0 0.0 0.0
C -1.606129 1.501492 -5.882670 0.1 0.0 0.0
O -2.001996 -1.299712 -2.454590 0.1 0.2 0.0
C -3.057363 -1.523036 -3.365278 -0.1 0.0 -0.1
C -4.057638 -2.455144 -2.708548 0.0 0.0 0.0
H -4.742488 2.238723 -0.809813 0.0 0.0 0.0
H -4.732122 0.735135 -1.741225 0.0 -0.1 0.0
H -4.687275 2.291865 -2.578991 0.0 0.0 0.0
H -2.482798 1.196158 -0.739709 -0.1 0.0 -0.1
H -2.429667 2.760064 -1.515466 -0.1 0.0 0.0
H 0.480712 1.293109 -5.334084 0.0 0.0 0.0
H -0.491384 2.139865 -4.140160 0.0 0.0 0.0
H -1.595608 0.680949 -6.602517 0.0 0.0 0.0
H -1.465611 2.438577 -6.428494 0.0 0.0 0.0
H -2.577885 1.526753 -5.391903 0.0 0.0 0.1
H -2.654656 -1.972617 -4.281403 0.0 0.0 0.0
H -3.525658 -0.571867 -3.639472 0.0 -0.1 0.0
H -3.550904 -3.346155 -2.337086 0.0 0.0 0.0
H -4.825769 -2.766856 -3.420548 0.0 0.0 0.0
H -4.545968 -1.967939 -1.863325 0.0 0.0 0.0
C 0.734629 -1.317662 -2.284997 0.4 -0.1 0.5
H 1.376518 -1.259361 -3.165205 -0.1 0.0 0.0
H 0.297602 -2.311243 -2.145697 -0.1 0.0 -0.1
F 2.935890 2.026757 -1.318809 0.0 0.0 0.0
C 1.842205 1.572053 -2.029857 -0.2 -0.2 0.1
F 1.187943 2.747567 -2.380986 0.0 0.0 0.0
F 2.402778 1.172009 -3.240019 0.0 0.0 0.0
```
Forces are in eV/Å.

## Properties
2S+1	3
⟨S²⟩	2.099
HOMO energy (spin up / spin down)	-1.0 / -1.1	eV
max |F|	0.61	eV/Å
lowest unoccupied orbital energy (spin up / spin down)	4.541 / 4.542	eV
net charge	-2
Kohn-Sham gap (spin up / spin down)	5.5 / 5.6	eV
DFT total energy	-5317.5833	a.u.

---

[2]
Formula: C25H38I2IrN2O4SSi
Source: the OMol25 dataset
Level of theory: ωB97M-V/def2-TZVPD

The geometry in XYZ format:
```
74
Properties=species:S:1:pos:R:3:forces:R:3
Ir -0.187390 0.101509 0.104250 1.2 -1.5 -0.9
I 4.818888 -1.149519 5.786368 0.1 0.0 0.0
C 3.370922 -0.465464 4.523246 0.0 0.0 0.0
C 2.303015 0.292709 5.023417 0.1 -0.1 -0.1
C 1.301725 0.683026 4.176361 -0.2 0.1 -0.2
I -0.260711 1.831883 4.859505 0.0 0.0 0.0
C 1.312119 0.276720 2.779936 0.0 0.0 0.0
O 0.299469 0.524446 2.060863 -0.9 -0.2 0.7
C 2.485879 -0.380219 2.272211 0.0 0.0 0.0
C 2.635670 -0.712872 0.810982 -0.1 -0.1 0.3
N 1.944307 0.217072 -0.125508 -0.3 0.5 0.2
C 2.350704 -0.054743 -1.523746 0.1 -0.1 -0.3
C 1.185136 -0.078960 -2.462160 0.0 0.1 -0.2
C 1.373380 -0.280839 -3.817396 0.1 0.1 0.0
C 0.275971 -0.312397 -4.656951 0.0 0.0 -0.1
C -0.990224 -0.139428 -4.116444 0.1 0.1 -0.1
C -1.116633 0.042526 -2.758992 0.3 0.2 0.0
N -0.040031 0.071083 -1.940251 -1.2 -0.6 0.0
C 3.468281 -0.752602 3.139065 0.0 0.0 0.0
H 2.275878 0.574493 6.066531 0.0 0.0 0.0
H 2.247323 -1.715627 0.618640 0.0 0.0 -0.1
H 3.702143 -0.726876 0.575826 0.0 0.0 -0.1
H 2.164638 1.179047 0.122684 0.3 0.1 0.0
H 2.831803 -1.033661 -1.563893 0.0 0.0 0.1
H 3.090965 0.673907 -1.857227 0.0 0.0 0.0
H 2.375884 -0.413272 -4.202863 0.0 0.0 0.0
H 0.405890 -0.469157 -5.719414 0.0 0.0 0.0
H -1.873435 -0.145592 -4.739287 0.0 0.0 0.0
H -2.081170 0.173814 -2.296926 0.0 0.0 0.0
H 4.341491 -1.279339 2.773093 0.0 0.0 0.0
C -0.276270 -3.134080 0.216949 0.0 0.2 0.1
C -1.728737 -2.793073 -0.055950 0.1 -0.4 0.0
C -2.106994 -3.162322 -1.478988 -0.1 0.2 0.0
C -2.637992 -3.462148 0.959778 -0.1 0.2 0.0
O -1.874936 -1.318642 0.122787 0.9 0.8 0.1
Si -3.241493 -0.336918 0.044278 -0.1 1.1 0.3
S -2.051826 1.455718 0.155387 0.0 0.0 0.1
O -4.280247 -0.530174 1.230293 -0.2 -0.2 -0.1
C -4.440238 -0.142879 2.627922 0.0 0.0 0.1
C -3.109673 -0.293015 3.344747 0.1 0.0 0.0
C -4.926565 1.295680 2.657981 0.1 0.0 -0.1
C -5.476711 -1.093012 3.197804 0.0 0.0 -0.1
O -3.879816 -0.505363 -1.414602 -0.2 -0.4 0.0
C -5.226543 -0.343784 -1.975784 -0.1 0.0 0.1
C -5.060719 -0.518476 -3.472964 0.1 0.0 0.0
C -6.126493 -1.418884 -1.388465 0.1 0.0 0.0
C -5.723792 1.049875 -1.628015 0.1 0.0 0.0
H -0.122135 -4.206976 0.104645 0.0 0.0 0.0
H 0.001485 -2.851796 1.236169 0.0 0.0 0.0
H 0.374451 -2.628817 -0.501667 0.1 0.0 -0.1
H -1.978818 -4.235349 -1.619241 0.0 0.0 0.0
H -1.476470 -2.636813 -2.199240 0.0 -0.1 0.0
H -3.145876 -2.908003 -1.684936 0.0 0.0 0.0
H -2.582139 -4.544420 0.843635 0.0 0.0 0.0
H -3.676310 -3.158257 0.811870 0.0 0.0 0.0
H -2.342430 -3.203083 1.976933 0.0 0.0 0.0
H -2.343079 0.339886 2.890593 -0.1 0.0 0.0
H -2.774287 -1.331862 3.326059 0.0 0.0 0.0
H -3.223371 0.009163 4.385930 0.0 0.0 0.0
H -4.184019 1.963784 2.214928 0.0 0.0 0.0
H -5.097771 1.612021 3.686991 0.0 0.0 0.0
H -5.862687 1.395494 2.107981 0.0 0.0 0.0
H -5.113288 -2.120795 3.157126 0.0 0.0 0.0
H -6.405306 -1.029741 2.630347 0.0 0.0 0.0
H -5.686141 -0.839042 4.236895 0.0 0.0 0.0
H -4.588057 -1.476958 -3.693458 0.0 0.0 0.0
H -4.446601 0.284868 -3.886300 0.0 0.0 0.0
H -6.033599 -0.492316 -3.962688 0.0 0.0 0.0
H -5.784827 -2.413262 -1.682877 0.0 0.0 0.0
H -7.146396 -1.287300 -1.749614 0.0 0.0 0.0
H -6.135580 -1.357831 -0.299855 0.0 0.0 0.0
H -5.036812 1.809566 -2.006322 0.0 0.0 0.0
H -5.817759 1.166060 -0.545242 0.0 0.0 0.0
H -6.703219 1.221306 -2.073943 0.0 0.0 0.0
```
Forces are in eV/Å.

## Properties
2S+1	2
⟨S²⟩	0.805
HOMO energy (spin up / spin down)	-13.9 / -13.9	eV
max |F|	2.07	eV/Å
lowest unoccupied orbital energy (spin up / spin down)	-7.343 / -8.450	eV
net charge	+2
Kohn-Sham gap (spin up / spin down)	6.5 / 5.4	eV
DFT total energy	-2772.9226	a.u.

---

[3]
Formula: C25H38IN4O4S2SiTl
Source: the OMol25 dataset
Level of theory: ωB97M-V/def2-TZVPD

The geometry in XYZ format:
```
76
Properties=species:S:1:pos:R:3:forces:R:3
Tl 2.122647 1.237438 -0.167430 -0.2 -0.5 0.0
N 2.746213 3.429749 4.104873 0.0 0.0 0.1
C 2.631920 3.213435 2.728890 0.1 0.1 -0.1
S 3.956284 2.372207 2.005010 0.1 0.0 -0.1
N 1.566148 3.725101 2.205942 -0.4 0.2 0.4
N 1.274622 3.466015 0.882121 0.2 0.1 -0.1
C 0.364936 4.248754 0.429911 0.2 0.0 0.2
C -0.240804 4.279730 -0.885077 -0.1 -0.1 -0.3
C -1.325992 5.151238 -1.036987 0.0 -0.1 0.0
C -2.037206 5.274128 -2.214995 -0.1 0.1 0.0
C -1.657793 4.475030 -3.298570 0.1 0.0 0.0
C -0.582591 3.625357 -3.200782 -0.1 0.0 -0.1
C 0.205414 3.497603 -2.011292 0.0 0.1 0.0
O 1.235404 2.753817 -2.002279 0.1 0.0 0.1
H 3.694401 3.353863 4.429580 0.0 0.1 0.0
H 2.226114 4.227004 4.440296 0.0 0.0 0.0
H -0.018401 4.993091 1.135918 0.0 0.0 0.0
H -1.625347 5.738703 -0.172941 0.0 0.0 0.0
H -2.871805 5.960864 -2.296136 0.0 0.0 0.0
H -2.215832 4.530305 -4.229294 0.0 0.0 0.0
H -0.298455 2.999784 -4.040102 0.1 0.0 0.0
C -2.718010 -0.858275 3.669476 0.2 -0.1 -0.2
C -2.537239 -2.321800 3.263736 -0.2 -0.3 0.1
C -2.102258 -3.121941 4.495819 0.0 0.0 -0.1
C -3.866342 -2.868340 2.726314 0.2 0.1 -0.1
O -1.530837 -2.544149 2.292738 0.0 0.1 0.3
Si -1.012551 -1.740900 0.924260 -0.1 0.8 0.1
S -0.614379 0.259358 1.057730 -0.3 -0.4 0.2
O 0.345816 -2.586358 0.527809 0.2 -0.3 -0.2
C 0.641561 -3.941720 0.263600 0.1 -0.1 0.0
C 1.003312 -4.061327 -1.219616 0.0 0.1 0.1
C 1.856325 -4.299323 1.122899 -0.1 0.1 0.0
C -0.517713 -4.888335 0.588155 0.0 0.2 0.0
O -2.218959 -2.163545 -0.161000 -0.1 -0.1 -0.1
C -2.646481 -1.532533 -1.360188 -0.1 0.1 -0.2
C -1.468338 -1.079691 -2.226229 0.0 0.0 0.2
C -3.534472 -0.326217 -1.040011 0.1 -0.1 0.1
C -3.469085 -2.587021 -2.106094 0.1 0.0 0.1
H -3.403848 -0.790156 4.519619 0.0 0.0 0.0
H -3.106912 -0.276628 2.836137 0.0 0.1 0.0
H -1.757311 -0.422711 3.938747 0.0 0.1 0.0
H -2.840665 -3.037034 5.296760 0.0 0.0 0.0
H -1.145139 -2.734111 4.848132 0.0 0.0 0.0
H -1.974527 -4.174426 4.231474 0.0 0.0 0.0
H -4.683332 -2.646954 3.417463 0.0 0.0 0.0
H -3.798324 -3.948620 2.575397 0.0 0.0 0.0
H -4.066491 -2.399800 1.761979 -0.1 0.0 0.0
H 1.750904 -3.307158 -1.470409 0.0 0.0 0.0
H 0.114848 -3.879774 -1.825441 0.0 0.0 -0.1
H 1.396242 -5.054882 -1.452202 0.0 0.0 0.0
H 2.669469 -3.604659 0.906791 0.0 0.0 0.0
H 2.188643 -5.322559 0.928405 0.0 0.0 0.0
H 1.593360 -4.196866 2.177038 0.0 0.0 0.0
H -1.400322 -4.597619 0.016795 0.0 0.0 0.0
H -0.767214 -4.813822 1.645928 0.0 -0.1 0.0
H -0.245746 -5.918688 0.343693 0.0 0.0 0.0
H -0.807357 -0.443013 -1.634955 0.0 0.0 -0.1
H -1.826635 -0.504774 -3.082344 0.0 0.0 0.0
H -0.897692 -1.937538 -2.587937 0.0 0.0 0.0
H -2.953311 0.401721 -0.474564 0.0 0.1 0.0
H -4.389935 -0.642425 -0.436304 0.0 0.0 0.0
H -3.895230 0.137560 -1.961586 0.0 0.0 0.0
H -2.851247 -3.465417 -2.308877 0.0 0.0 0.0
H -3.845181 -2.186454 -3.050425 0.0 0.0 0.0
H -4.311575 -2.898528 -1.484372 0.0 0.0 0.0
I 5.433114 -0.595857 -1.833488 0.0 0.1 -0.1
C 5.386416 1.494530 -2.185188 -0.1 -0.2 0.2
C 6.180050 2.030500 -3.185546 0.1 0.2 -0.2
C 6.143514 3.409223 -3.342072 -0.1 -0.1 0.1
C 5.341986 4.164826 -2.496434 0.1 0.1 -0.1
C 4.598150 3.514128 -1.526232 -0.1 0.0 0.1
N 4.622271 2.190566 -1.384437 0.3 0.0 -0.2
H 6.791360 1.403279 -3.818045 0.0 0.0 0.0
H 6.743077 3.881728 -4.110450 0.0 0.0 0.0
H 5.295979 5.241322 -2.593277 0.0 0.0 0.0
H 3.958387 4.039986 -0.825825 0.0 0.0 0.0
```
Forces are in eV/Å.

## Properties
HOMO energy	-1.0	eV
max |F|	0.84	eV/Å
lowest unoccupied orbital energy	3.734	eV
net charge	-2
Kohn-Sham gap	4.8	eV
DFT total energy	-3051.7231	a.u.